(1)
Density functional theory data (ωB97M-V/def2-TZVPD) for a cluster of 2 separate species, C9H10N4 in total.

Properties
* calculated total energy: -567.86287 hartree
* charge: 0
* 2S+1: 1
* ΔE to the lowest compared entry with this formula, charge and spin: 88.4 kcal per mole
* LUMO: 0.889 eV

Geometry as XYZ:
```
23
C9H10N4 ωB97M-V/def2-TZVPD
C -1.42 2.73 0.34
N -0.88 1.65 0.69
C -0.87 0.44 -0.08
C -0.39 0.35 -1.39
C -0.23 -0.80 -2.09
C -0.60 -1.98 -1.44
C -1.36 -1.85 -0.23
C -1.39 -0.69 0.50
H -2.12 2.82 -0.53
H -1.35 3.70 0.85
H 0.16 1.25 -1.69
H 0.39 -0.81 -2.95
H -0.44 -2.90 -1.95
H -2.03 -2.56 0.20
H -2.03 -0.56 1.35
C 2.17 -0.05 0.02
C 1.73 -0.86 1.07
N 1.55 0.06 2.08
N 1.63 1.28 1.61
N 2.15 1.21 0.43
H 2.38 -0.43 -0.99
H 1.69 -1.95 1.26
H 1.27 -0.02 2.97
```

Results of the Löwdin charge analysis, in e, for atoms 1 through 6:
1. C -0.026
2. N 0.031
3. C -0.308
4. C -0.081
5. C -0.112
6. C -0.061

(2)
Density functional theory data (ωB97M-V/def2-TZVPD) for the molecule C9H10N4O2.

Properties
* calculated total energy: -718.34596 hartree
* charge: 0
* 2S+1: 1
* ΔE to the lowest compared entry with this formula, charge and spin: 65.3 kcal per mole
* LUMO: 0.555 eV

Geometry as XYZ:
```
25
C9H10N4O2 ωB97M-V/def2-TZVPD
O -3.16 -2.24 -0.51
C -3.40 -0.89 -0.29
C -2.81 -0.46 0.95
O -1.41 -0.19 0.96
C -0.93 0.83 0.24
N -1.51 2.00 0.17
N -0.56 2.81 -0.46
N 0.44 2.18 -0.76
N 0.26 0.86 -0.41
C 1.38 0.12 -0.23
C 2.51 0.66 0.38
C 3.73 -0.07 0.52
C 3.73 -1.44 0.24
C 2.57 -1.92 -0.40
C 1.38 -1.28 -0.52
H -3.99 -2.81 -0.46
H -2.93 -0.39 -1.19
H -4.50 -0.63 -0.15
H -2.98 -1.29 1.69
H -3.22 0.57 1.27
H 2.58 1.82 0.59
H 4.52 0.53 1.03
H 4.67 -1.91 0.27
H 2.44 -2.95 -0.68
H 0.59 -1.79 -1.00
```

Results of the Löwdin charge analysis, in e, for atoms 1 through 6:
1. O -0.074
2. C -0.301
3. C -0.197
4. O 0.011
5. C -0.390
6. N 0.115

(3)
Density functional theory data (ωB97M-V/def2-TZVPD) for the molecule C9H10O3.

Properties
* calculated total energy: -574.60601 hartree
* charge: 0
* 2S+1: 1
* ΔE to the lowest compared entry with this formula, charge and spin: 50.2 kcal per mole
* LUMO: 0.264 eV

Geometry as XYZ:
```
22
C9H10O3 ωB97M-V/def2-TZVPD
C -3.64 -0.57 0.04
O -2.44 -1.37 0.03
C -1.27 -0.71 -0.03
C -1.18 0.70 -0.14
C 0.08 1.28 -0.15
C 0.07 2.70 -0.06
O 1.01 3.41 0.11
C 1.25 0.57 -0.17
C 1.20 -0.84 -0.06
O 2.32 -1.68 -0.17
C 3.58 -1.16 0.15
C -0.05 -1.42 0.01
H -3.72 -0.02 1.04
H -4.55 -1.14 -0.06
H -3.60 0.16 -0.81
H -2.03 1.31 -0.17
H -0.91 3.21 -0.03
H 2.12 1.27 -0.07
H 3.64 -0.42 0.93
H 4.16 -2.06 0.27
H 4.06 -0.72 -0.73
H -0.11 -2.48 0.06
```

Results of the Löwdin charge analysis, in e, for atoms 1 through 6:
1. C -0.065
2. O -0.075
3. C -0.240
4. C 0.025
5. C -0.224
6. C -0.266

Asked for gap between HOMO and LUMO across the records above, the calculation gives 9.18; 9.96; 9.08 eV in order.